[1]
One molecule with the formula C7H10N2O3 in a non-equilibrium geometry. Source: the Open Molecules 2025 dataset; level of theory: ωB97M-V/def2-TZVPD.

Computed properties:
Orbital gap = 10.237 eV
LUMO level = 0.554 eV
SMILES string = CCOC(=O)[C@](N)(C#N)C(C)=O
Calculated total energy = -607.91142 hartree
ΔE to the lowest compared entry with this formula, charge and spin = 225.9 kJ/mol
Net charge = 0
F_max = 3.5 eV/A
HOMO level = -0.3558 Eh

Positions of all 22 atoms, in Å:
C 1.9405 1.0902 -1.8267
C -0.3042 2.1741 -1.6295
C 0.3255 0.1950 -0.1326
C 0.2098 3.3850 -0.8379
C 0.1488 -2.3844 1.7256
C -0.8671 -1.3991 1.2012
C 0.5946 0.6421 -1.5808
N 3.0372 1.3356 -2.1347
N 0.0350 -0.2246 -2.5944
O -1.2446 2.1276 -2.3502
O 0.8250 0.7099 0.8657
O -0.4960 -0.8825 -0.1502
H 0.8054 2.9855 0.0583
H -0.6273 3.8722 -0.4907
H 0.7249 4.1572 -1.3833
H 0.3216 -3.1411 1.0433
H 1.2264 -2.0732 1.9317
H -0.2338 -2.6312 2.7867
H -0.7955 -0.5225 1.7955
H -1.8127 -1.8938 1.1073
H 0.2136 -1.2454 -2.5033
H -0.8336 0.1025 -3.0239

***

[2]
C16H25OReS as an isolated structure in a non-equilibrium geometry. Source: the Open Molecules 2025 dataset; level of theory: ωB97M-V/def2-TZVPD.

Computed properties:
Orbital gap (spin up / spin down) = 6.259 / 8.341 eV
LUMO level (spin up / spin down) = -3.198 / -3.560 eV
Calculated total energy = -1175.94496 hartree
Net charge = +1
Multiplicity = 4
F_max = 3.3 eV/A
HOMO level (spin up / spin down) = -0.3475 / -0.4374 Eh

Positions of all 44 atoms, in Å:
C 0.6241 -1.0929 -2.0888
C -0.0011 -2.4816 -2.1737
C 0.1921 -0.3036 -3.3203
C 2.1326 -1.3033 -2.1950
H 0.8375 -0.5345 -4.1826
H 0.2533 0.7741 -3.1683
H -0.8288 -0.5203 -3.6323
H 0.1342 -2.9094 -3.1798
H -1.0713 -2.4909 -1.9759
H 0.4660 -3.1790 -1.4782
H 2.3555 -2.1129 -2.9074
H 2.5872 -1.5872 -1.2484
H 2.6588 -0.4247 -2.5629
C -2.1938 0.8460 0.8928
C -2.2987 0.9336 -0.5149
C -2.3134 -0.3739 -1.0309
H -2.3653 1.8411 -1.0913
C -2.1964 -1.2729 0.0461
C -2.1341 -0.5171 1.2458
H -2.1031 -0.9111 2.2465
H -2.1754 1.6772 1.5765
H -2.3977 -0.6394 -2.0675
H -2.1887 -2.3450 -0.0310
C 1.7822 1.1677 1.3803
C 0.7573 2.1103 1.1781
C 0.7107 2.4178 -0.1997
H 0.1276 2.5318 1.9430
C 1.7076 1.6653 -0.8499
C 2.3647 0.8808 0.1221
H 3.1698 0.1920 -0.0567
H 2.0851 0.7669 2.3312
H 0.0327 3.1101 -0.6709
H 1.9253 1.6864 -1.9013
Re 0.0000 0.0000 0.0000
C 1.9830 -3.7159 1.1608
S 0.3604 -2.8800 1.0935
C 0.2876 -2.4683 2.8789
O 0.9942 -1.5285 0.7166
H 1.8903 -4.6529 1.7483
H 2.7572 -3.0679 1.6257
H 2.3031 -3.9772 0.1318
H 1.1533 -2.8689 3.4457
H 0.2477 -1.3688 3.0343
H -0.6383 -2.9080 3.3027

***

[3]
C10H13N2O5SSr as an isolated structure in a non-equilibrium geometry. Source: the Open Molecules 2025 dataset; level of theory: ωB97M-V/def2-TZVPD.

Computed properties:
Orbital gap = 5.295 eV
LUMO level = -5.430 eV
Calculated total energy = -1303.02806 hartree
ΔE to the lowest compared entry with this formula, charge and spin = 314.2 kJ/mol
Net charge = +1
F_max = 7.7 eV/A
HOMO level = -0.3942 Eh

Positions of all 32 atoms, in Å:
O 2.1111 -2.3090 -0.2069
C 1.8904 -2.7361 -1.2615
Sr -2.0135 0.0849 0.0829
O 1.5375 0.9920 0.7980
C 0.4656 0.9484 0.7254
C -0.1435 0.4414 -2.5945
O -1.2571 0.9166 -2.6356
C -0.7936 -1.1495 2.0104
O 0.0637 -1.6285 2.7248
C 0.9863 -0.3562 -1.8741
O 2.1024 -0.0680 -2.1967
H -1.9991 -2.0362 1.3369
C -2.1931 2.1067 3.1855
N -1.4655 3.2675 2.6572
C -1.1831 4.3078 3.6540
C -1.6119 3.6044 1.3522
S -2.8163 2.8566 0.3587
N -0.6997 4.4747 0.8543
C 0.6566 4.5482 1.4307
C -0.7816 4.8677 -0.5498
H -2.1975 2.1541 4.2965
H -1.7199 1.1297 2.8994
H -3.2465 2.1022 2.8145
H -0.1520 4.2305 4.0565
H -1.3233 5.3122 3.2171
H -1.8792 4.1981 4.5127
H 1.0315 3.5584 1.7803
H 1.3524 4.9333 0.6532
H 0.6879 5.2666 2.2810
H -0.5661 4.0272 -1.2554
H -1.8029 5.2346 -0.7629
H -0.0512 5.6845 -0.7335

***

[4]
C32H23Cl3N5O3RhS as an isolated structure. Source: the Open Molecules 2025 dataset; level of theory: ωB97M-V/def2-TZVPD.

Computed properties:
Orbital gap = 3.584 eV
LUMO level = -9.182 eV
Calculated total energy = -3621.47130 hartree
ΔE to the lowest compared entry with this formula, charge and spin = 170.0 kJ/mol
Net charge = +2
F_max = 0.4 eV/A
HOMO level = -0.4691 Eh

Positions of all 68 atoms, in Å:
Rh 0.7835 3.2394 -0.5576
O 3.2869 -1.8117 3.0781
C 3.2801 -1.8343 1.8490
O 3.5379 -2.6875 0.9885
C 2.7735 -0.4875 1.2248
C 2.7100 -0.3368 -0.1596
C 2.1499 0.8070 -0.6784
N 1.7019 1.7527 0.1765
C 1.7514 1.6489 1.5217
C 2.3076 0.5176 2.0711
C 1.1932 2.8203 2.2256
C 1.2060 2.9773 3.5962
C 0.6842 4.1441 4.1429
C 0.1688 5.1225 3.3069
C 0.1752 4.9033 1.9416
N 0.6702 3.7784 1.4153
C 1.9702 1.1612 -2.0993
C 2.4227 0.3897 -3.1515
C 2.2247 0.8431 -4.4500
C 1.5815 2.0533 -4.6639
C 1.1399 2.7749 -3.5705
N 1.3245 2.3366 -2.3199
H 3.0761 -1.1590 -0.7643
H 2.3969 0.3382 3.1371
H 1.6238 2.2056 4.2273
H 0.6874 4.2865 5.2152
H -0.2365 6.0444 3.6980
H -0.2263 5.6329 1.2492
H 2.9314 -0.5445 -2.9577
H 2.5787 0.2570 -5.2874
H 1.4205 2.4401 -5.6597
H 0.6248 3.7201 -3.6866
Cl -0.9252 -1.7486 4.8901
C -1.3157 -1.7271 3.2112
C -0.2999 -1.6821 2.2688
C -0.6398 -1.6453 0.9254
C -1.9645 -1.6691 0.4927
C -2.2400 -1.6390 -1.0003
C -3.0778 -0.4278 -1.4334
N -2.4438 0.7775 -0.8782
C -2.7462 1.3285 0.3424
C -1.8167 2.2815 0.5889
N -0.9513 2.3173 -0.4963
C -1.3661 1.3777 -1.3567
O -2.9048 -2.7873 -1.4512
C -2.1070 -3.6610 -2.2642
C -0.7752 -3.9692 -1.6519
C -0.5929 -4.5670 -0.4337
Cl -1.8215 -5.1258 0.6154
S 1.0483 -4.6383 0.0390
C 1.5395 -3.9216 -1.4335
C 0.4775 -3.6005 -2.2236
C -2.9549 -1.7524 1.4719
Cl -4.6386 -1.8334 1.0518
C -2.6448 -1.7706 2.8218
H 0.7313 -1.7179 2.5932
H 0.1526 -1.6597 0.1814
H -1.2569 -1.5366 -1.4805
H -4.0888 -0.4723 -1.0430
H -3.1186 -0.3575 -2.5188
H -3.5901 0.9931 0.9217
H -1.7367 2.9490 1.4252
H -0.9098 1.1287 -2.2979
H -1.9566 -3.2054 -3.2490
H -2.7164 -4.5536 -2.3938
H 2.5911 -3.8094 -1.6404
H 0.5707 -3.1723 -3.2133
H -3.4313 -1.8361 3.5603

***

[5]
A 2-piece molecular cluster, C3H3NO overall in a non-equilibrium geometry. Source: the Open Molecules 2025 dataset; level of theory: ωB97M-V/def2-TZVPD.

Computed properties:
Orbital gap = 9.945 eV
LUMO level = 0.837 eV
SMILES string = C=C=O.C#N
Calculated total energy = -246.02645 hartree
ΔE to the lowest compared entry with this formula, charge and spin = 170.9 kJ/mol
Net charge = 0
F_max = 5.6 eV/A
HOMO level = -0.3347 Eh

Positions of all 8 atoms, in Å:
C -2.4142 0.7639 0.3433
C 0.9225 -0.7548 -0.3641
C 1.9146 0.0226 -0.1337
N -1.6985 1.1015 -0.4454
O 2.8793 0.5938 0.1146
H -2.9656 0.3831 1.2331
H 0.6023 -1.0728 0.5831
H 0.7596 -1.0373 -1.3310

***

[6]
One molecule with the formula C8H11NO2 in a non-equilibrium geometry. Source: the Open Molecules 2025 dataset; level of theory: ωB97M-V/def2-TZVPD.

Computed properties:
Orbital gap = 9.002 eV
LUMO level = 0.864 eV
SMILES string = Cc1ccccc1N(C)OO
Calculated total energy = -516.45839 hartree
ΔE to the lowest compared entry with this formula, charge and spin = 630.6 kJ/mol
Net charge = 0
F_max = 5.4 eV/A
HOMO level = -0.2991 Eh

Positions of all 22 atoms, in Å:
C -0.7898 2.5769 -0.5395
C -0.2304 2.4385 0.7267
C -0.9675 1.4971 -1.3699
C 0.1548 1.1857 1.1934
C -0.7022 0.2254 -0.8844
C -0.0865 0.0828 0.3981
C -0.9910 -0.9173 -1.8168
C 0.5601 -1.4760 2.1062
N 0.3660 -1.1773 0.6669
O 2.4074 -1.6395 -0.3617
O 0.9280 -1.8972 -0.2810
H -1.0118 3.6254 -0.7843
H -0.0414 3.2031 1.3161
H -1.3153 1.7580 -2.3345
H 0.7221 0.9981 2.0687
H -0.1327 -1.2573 -2.1612
H -1.6066 -1.8206 -1.3940
H -1.6274 -0.6166 -2.5543
H 1.1143 -2.3884 2.1011
H 1.0954 -0.6544 2.5783
H -0.5296 -1.8222 2.4940
H 2.6841 -1.9243 -1.1679

***

Which value of calculated total energy does entry 6 give? -516.45839 hartree